Below is a molecular structure, C25H45O14V, with properties calculated with the ωB97M-V functional and the def2-TZVPD basis.

Geometry as XYZ:
```
85
Properties=species:S:1:pos:R:3:forces:R:3
O -0.162203 -1.832583 3.267999 -3.32 0.20 -0.58
V -1.590248 -1.463189 2.740325 5.70 3.56 -2.99
C -1.047487 -0.532663 -0.619573 -0.72 -0.06 0.59
O -0.914367 -1.014742 0.704984 -1.25 -1.51 3.18
H -0.326609 0.258449 -0.825917 0.09 0.07 0.11
H -0.880865 -1.335925 -1.337287 0.25 -0.25 0.02
H -2.054169 -0.158980 -0.806797 -0.03 0.21 -0.01
O 5.040019 -0.432916 2.382130 -2.52 0.88 -0.93
C 3.877153 -0.138033 2.078798 2.93 0.65 1.91
O 3.308936 1.058753 2.290688 -0.32 -0.41 -0.91
C 4.010174 2.147415 2.854234 0.29 0.33 2.52
C 4.143663 1.944518 4.404907 -0.04 -0.18 -0.94
C 2.887644 -1.087493 1.581225 -0.13 -1.27 -1.15
H 3.345339 3.001725 2.726748 0.22 0.01 -0.44
H 4.994833 2.345461 2.430749 -0.23 -0.26 -0.36
H 4.825216 1.132725 4.659013 0.29 0.27 -0.14
H 3.194290 1.640143 4.845544 -0.27 0.25 -0.12
H 4.450062 2.891481 4.849295 0.14 -0.16 0.11
H 2.631011 -1.765830 2.394911 -0.24 0.07 0.00
H 3.419963 -1.684934 0.841082 -0.09 -0.21 -0.03
H 2.021671 -0.650990 1.083573 -0.05 0.09 0.38
O 3.945997 3.124116 -0.380249 -0.05 -1.84 -0.88
C 4.278209 2.178983 -1.088136 2.95 1.36 1.14
O 3.610126 1.684965 -2.092484 -1.11 -1.39 -0.64
C 2.319284 2.138492 -2.340692 -2.12 0.75 -1.66
C 1.647114 1.329584 -3.500194 0.91 0.61 0.66
C 5.700710 1.498305 -1.153890 -1.05 0.88 0.75
H 2.367011 3.188103 -2.630791 0.09 0.11 -0.08
H 1.636257 2.134575 -1.491238 0.38 -0.30 0.55
H 1.415330 0.316792 -3.170599 0.04 -0.06 -0.15
H 2.305359 1.313741 -4.368854 0.11 -0.24 0.10
H 0.742237 1.828406 -3.847302 -0.11 0.04 0.31
H 5.736384 0.551569 -0.614884 -0.22 -0.01 0.04
H 6.410460 2.172908 -0.675077 0.03 -0.08 -0.19
H 5.935990 1.307149 -2.200890 0.07 0.13 0.17
O -4.288885 4.568734 0.361941 -2.01 -3.08 -2.94
C -4.959951 3.920720 -0.491189 2.24 2.86 1.32
O -4.420307 2.923228 -1.311194 -1.73 1.46 0.79
C -3.156017 2.400915 -1.012372 1.34 0.66 0.24
C -1.909882 3.268507 -1.426948 -0.84 -0.70 -0.35
C -6.412802 4.262858 -0.826534 -0.20 -0.45 0.70
H -3.134186 1.430361 -1.507995 0.09 0.16 -0.28
H -3.112687 2.189333 0.056018 0.12 0.18 0.25
H -1.745074 3.309579 -2.503641 -0.31 -0.28 -0.14
H -1.042276 2.744975 -1.025358 0.21 0.25 0.23
H -1.945310 4.318847 -1.137755 -0.16 -0.26 0.52
H -6.888125 4.922626 -0.100672 0.67 -0.15 0.56
H -6.974675 3.330261 -0.774810 -0.14 0.01 -0.47
H -6.638972 4.821215 -1.734927 0.72 -0.59 -0.50
O -1.479563 0.812631 3.132024 -2.49 -4.20 1.12
C -1.103162 1.872395 2.728581 1.60 3.07 -2.46
O -1.891094 2.936692 2.537000 -0.11 -1.37 0.96
C -1.146276 4.077997 2.088110 1.79 0.21 -1.01
C 0.314914 3.636508 2.066935 1.22 0.12 -0.16
C 0.324975 2.135518 2.290359 -0.84 0.08 0.89
H -1.183473 4.959838 2.727691 -1.07 -0.37 0.05
H -1.342277 4.299095 1.038912 -1.16 0.10 0.44
H 0.870174 4.211717 2.807831 0.20 -0.33 -0.01
H 0.749538 3.837542 1.087762 0.13 0.24 0.16
H 0.932417 1.715087 3.091821 0.38 0.35 -0.07
H 0.578982 1.560803 1.399690 -0.24 -0.10 -0.03
O 1.090450 -7.824175 -0.667165 -0.84 1.51 0.61
C 1.046397 -6.661127 -0.368821 1.31 -0.54 -0.94
O -0.076639 -5.842165 -0.562634 0.72 0.96 0.36
C 0.312653 -4.423055 -0.411733 1.64 -0.69 -0.58
C 1.910082 -4.406507 -0.399907 -0.89 0.08 0.30
C 2.232296 -5.794591 0.116480 -1.24 0.12 0.11
H -0.077918 -3.971568 0.500254 -0.06 -0.42 0.29
H -0.085430 -3.830615 -1.235533 -0.08 -0.34 -0.22
H 2.276734 -3.656270 0.300675 -0.13 0.10 -0.14
H 2.420701 -4.241039 -1.348593 -0.60 0.13 -0.25
H 2.103015 -5.716091 1.195930 0.44 -0.52 0.23
H 3.216894 -6.155829 -0.180465 -0.35 -0.28 0.20
O -6.150197 -2.559347 -2.049960 1.58 -1.35 -0.08
C -5.210693 -3.426772 -2.044214 -1.33 -2.77 -0.68
O -5.420293 -4.690254 -2.436138 -1.09 3.35 0.65
C -4.232011 -5.516447 -2.330119 1.30 0.20 -0.17
C -3.124089 -4.509640 -1.928689 0.48 -1.77 -0.43
C -3.803793 -3.227810 -1.539956 -0.07 0.86 0.28
H -4.075741 -5.983111 -3.302688 -0.12 0.25 -0.01
H -4.381155 -6.325018 -1.614526 -0.40 0.37 0.16
H -2.413909 -4.369323 -2.743582 -0.11 0.04 0.05
H -2.596781 -4.968520 -1.092347 0.26 0.34 -0.01
H -3.352526 -2.326354 -1.954488 -0.11 0.03 0.01
H -3.828546 -3.132433 -0.454415 -0.36 0.27 0.03
```
Forces are in eV/Å.

Calculated values
charge	+2
frontier orbital gap (spin up / spin down)	5.03 / 2.40	eV
total energy	-80985.552	eV
spin multiplicity	3
⟨S²⟩	2.045
largest force on an atom	7.356	eV/Å

Atomic partial charges in e from the Löwdin method, atoms 1 to 5: -0.1778 1.3259 -0.1883 -0.3741 0.0713

=====

Below is a molecular structure, C25H45O27P4V, with properties calculated with the ωB97M-V functional and the def2-TZVPD basis.

Geometry as XYZ:
```
102
Properties=species:S:1:pos:R:3:forces:R:3
V -2.817705 1.094292 -2.103900 2.66 -1.59 1.29
O -0.262340 0.021822 0.794717 0.82 0.28 -0.45
C -0.982512 0.529984 -0.199018 0.56 -2.89 -0.30
O -1.935013 1.197327 -0.004715 -5.92 5.50 3.23
O -0.916498 0.112581 -1.344191 2.60 -2.30 -4.75
H -0.742659 0.351452 1.557770 0.05 0.42 1.37
C -0.060647 3.418204 2.969842 -1.00 -0.91 1.71
C 0.420640 4.646609 3.242690 0.09 2.26 1.25
C 0.164688 5.445414 4.510217 -2.00 -5.40 0.63
O 0.683278 6.465213 4.879928 1.67 2.94 -0.56
C -0.678297 4.680603 5.497234 -0.17 -0.08 -1.80
C -1.253703 3.472499 5.195427 -0.04 -1.63 -0.94
C -0.937987 2.685183 3.922591 0.73 2.38 -0.75
O -1.443968 1.585143 3.573547 -0.01 -0.34 0.89
O -2.176341 2.836680 6.043510 1.00 1.01 -0.23
O 1.132283 5.290902 2.266980 0.40 -0.15 -0.96
H 0.221393 2.943051 2.041892 -0.13 -0.12 -0.16
H -0.912256 5.223474 6.401088 -0.04 -0.15 0.18
H -2.065719 1.895523 5.889895 -0.16 -0.30 -0.34
H 1.668081 6.009635 2.610394 -0.18 0.18 0.63
C 3.565159 -3.119964 -0.859596 0.72 -0.92 -0.31
C 2.397138 -2.611928 -0.502290 -1.41 3.68 -1.72
C 1.476802 -3.197163 0.462113 -0.11 -2.07 1.58
O 0.356311 -2.817552 0.789866 1.45 0.08 -0.90
C 2.066563 -4.428082 1.056606 -2.32 1.12 0.98
C 3.175293 -4.986404 0.657718 1.79 -2.99 -0.61
C 4.022509 -4.476653 -0.410247 1.23 3.27 -1.72
O 5.053129 -4.958798 -0.884775 -1.73 -0.28 1.28
O 3.548936 -6.223216 1.037302 -0.78 -0.35 1.27
O 1.933180 -1.400483 -1.059326 1.43 -1.81 0.51
H 4.241622 -2.565158 -1.492822 -0.08 0.00 -0.17
H 1.440467 -4.855807 1.825661 0.12 -0.34 0.06
H 4.439284 -6.453484 0.761892 0.33 0.35 -0.44
H 1.194657 -1.114132 -0.516926 -0.70 0.23 0.22
C -1.344129 5.977091 -0.104120 0.32 -1.30 -0.10
O -1.738488 4.694660 -0.726777 0.21 -0.67 -1.78
P -0.822341 3.940709 -1.803140 0.93 0.68 2.47
O -1.488070 2.749703 -2.447852 0.19 1.73 -0.06
O 0.439370 3.544633 -0.867779 -2.08 0.37 -0.19
C 1.607157 2.891060 -1.272150 1.44 0.15 -1.30
O -0.193086 5.121559 -2.720020 -0.66 -0.80 -0.36
C -0.953564 5.869673 -3.751666 -0.36 -1.13 1.08
H -0.675159 5.664710 0.697751 -0.14 0.51 0.25
H -2.281974 6.418548 0.233016 0.34 0.04 -0.01
H -0.792541 6.579778 -0.825659 -0.25 0.12 0.06
H 1.398404 2.202282 -2.090749 0.14 0.07 -0.10
H 2.200483 2.343262 -0.540038 -1.09 -0.09 0.83
H 2.318085 3.669885 -1.548062 0.02 -0.01 -0.64
H -1.018940 6.924913 -3.486537 0.54 -0.11 0.02
H -1.976059 5.494880 -3.705433 -0.04 -0.01 -0.46
H -0.489049 5.675553 -4.718433 -0.08 0.17 0.20
C 5.665513 -0.223291 5.389158 -0.34 -0.47 1.40
O 5.583667 -1.080272 4.230780 -1.34 0.36 -0.89
P 4.174331 -1.425717 3.454259 0.58 0.65 0.60
O 4.340145 -1.932138 2.064736 -0.04 0.38 1.71
O 3.403002 -2.444374 4.459910 -0.50 3.57 -0.66
C 3.890017 -3.682247 4.779970 0.62 -1.88 -1.01
O 3.350924 -0.046191 3.615981 2.23 -1.58 1.35
C 2.200792 0.174405 2.900876 -2.60 0.34 -1.40
H 5.920421 -0.830784 6.257535 0.09 -0.44 -0.12
H 4.736468 0.252666 5.702920 -0.20 0.02 -0.70
H 6.444663 0.538953 5.391777 0.01 -0.11 -1.06
H 4.337178 -3.771623 5.770000 -0.16 0.29 0.06
H 4.626625 -3.929894 4.015661 0.31 -0.58 0.20
H 3.050865 -4.364059 4.641888 0.16 -0.32 0.39
H 1.405238 0.710709 3.418159 0.54 0.36 0.84
H 1.662833 -0.744136 2.666376 0.36 -0.26 -0.55
H 2.397397 0.790680 2.023587 0.13 -0.38 -0.26
C -2.236651 -1.557638 -6.924640 0.25 0.48 -0.80
O -1.742070 -1.987047 -5.663744 1.55 0.75 1.72
P -1.154969 -1.010533 -4.474844 -0.51 -1.42 -0.22
O -2.265185 -0.137232 -3.939076 1.68 -0.41 -0.57
O -0.599463 -2.070957 -3.346142 -0.82 2.41 -1.52
C 0.414278 -2.969431 -3.756152 0.45 -2.10 -0.29
O 0.162391 -0.350824 -5.193641 -2.66 -1.50 1.01
C 0.836676 0.642534 -4.450674 1.10 1.48 -0.16
H -3.262376 -1.919821 -6.993893 -0.02 0.62 -0.08
H -1.691846 -1.927418 -7.793285 0.36 -1.11 0.45
H -2.038894 -0.506575 -7.135015 -0.88 0.43 0.72
H 0.542416 -2.957093 -4.838524 0.00 -0.24 0.11
H 0.123542 -3.952567 -3.385992 -0.78 -0.26 -0.65
H 1.395704 -3.012634 -3.283877 0.11 1.83 0.31
H 0.359555 1.607615 -4.621205 -0.15 0.02 0.14
H 1.825600 0.701542 -4.905247 0.06 -0.03 0.21
H 0.935687 0.483248 -3.376924 -0.27 -0.51 -0.03
C -4.232653 -3.037102 -3.268481 0.89 -1.04 0.36
O -4.400418 -3.157233 -1.810472 -0.57 1.53 0.16
P -4.676658 -1.791549 -1.017111 -1.26 -1.36 3.05
O -4.080980 -0.635479 -1.702479 -0.06 0.96 -0.11
O -6.327678 -1.676538 -0.864419 2.90 -0.02 -0.05
C -6.985175 -2.821007 -0.301502 -0.32 -0.22 1.07
O -4.189913 -2.029936 0.563159 -0.41 -0.01 -3.26
C -2.789060 -2.401219 0.879565 -0.42 0.24 0.12
H -3.278935 -3.554982 -3.370047 0.00 0.25 -0.66
H -4.167550 -2.018959 -3.652204 -0.04 -0.05 0.40
H -4.992595 -3.612311 -3.797363 -0.19 0.12 0.36
H -7.286278 -2.693331 0.738274 -0.09 1.01 0.06
H -6.319157 -3.668123 -0.137416 -0.07 -0.29 -1.08
H -7.907976 -2.973555 -0.861197 0.43 -0.45 -0.23
H -2.557873 -1.843420 1.787039 0.00 -0.09 -0.12
H -2.065128 -2.139854 0.107745 -0.26 0.13 -0.15
H -2.742312 -3.472929 1.072783 -0.13 0.10 -0.06
```
Forces are in eV/Å.

Calculated values
charge	0
frontier orbital gap (spin up / spin down)	2.88 / 5.42	eV
total energy	-144785.812	eV
spin multiplicity	5
⟨S²⟩	6.026
largest force on an atom	8.694	eV/Å

Atomic partial charges in e from the Löwdin method, atoms 1 to 5: 1.0824 0.1305 -0.8991 0.0272 -0.0391